[1]
Here is a molecular structure, C26H35AsCl2CrN6O2 at a distorted geometry from the OMol25 dataset. Energies are from ωB97M-V with the def2-TZVPD basis set.

gap between HOMO and LUMO (spin up / spin down) = 0.213 / 0.247 hartree
lowest unoccupied orbital energy (spin up / spin down) = -0.0135 / -0.0180 eV

```
! wB97M-V def2-TZVPD RIJCOSX def2/J DEFGRID3
* xyz 0 5
Cr -0.1876 0.3159 0.0149
Cl 4.3187 -1.4906 1.4848
C 3.1717 -0.7271 2.4325
C 3.4241 -0.5927 3.7825
C 2.4787 -0.0653 4.5898
Cl 2.9563 -0.0695 6.2656
C 1.1876 0.4260 4.1273
C 0.1693 0.9659 4.9492
C -1.0301 1.2092 4.2825
C -1.1802 1.0351 2.9121
N -0.1645 0.7198 2.0919
C 0.9856 0.2885 2.7341
C 1.9050 -0.3459 1.8875
O 1.5727 -0.5562 0.6367
H 4.3903 -0.8567 4.1364
H 0.3137 1.2488 5.9784
H -1.8686 1.6956 4.8623
H -2.1559 1.1861 2.4856
C 0.9679 0.9753 -4.3340
As 1.2307 -0.4820 -3.0630
C 0.4850 -2.1027 -3.7449
C 2.9738 -0.4443 -2.3811
O 0.1117 -0.2609 -1.7474
H 1.3754 0.7275 -5.2737
H 1.4486 1.9122 -4.0372
H -0.1073 1.0896 -4.5359
H 0.5300 -2.0344 -4.8489
H -0.5097 -2.1723 -3.2956
H 1.2120 -2.8787 -3.4518
H 3.5613 -0.7332 -3.2141
H 3.0505 -1.1007 -1.5101
H 3.1835 0.5897 -2.1155
C -2.0558 -5.8233 -1.1310
C -1.2100 -5.7921 0.1595
C 0.2897 -5.6712 -0.0548
C -1.8241 -4.9061 1.2261
N -1.8509 -3.4904 0.9461
C -1.2209 -2.6586 0.0790
N -1.6168 -1.4005 0.3211
N -2.4396 -1.4753 1.3831
N -2.6024 -2.6960 1.7839
H -1.6716 -6.5590 -1.8369
H -2.1912 -4.8550 -1.6448
H -3.0764 -6.0691 -0.8712
H -1.3126 -6.8354 0.6336
H 0.5107 -4.9017 -0.8184
H 0.6641 -6.6773 -0.3604
H 0.7705 -5.4685 0.8940
H -1.1631 -4.9308 2.0767
H -2.8426 -5.2370 1.4866
H -0.5513 -2.9214 -0.7383
C 2.0469 5.3379 -0.5803
N 0.7453 4.8752 -1.0676
C 0.0511 5.6695 -2.1143
C 0.5070 3.4726 -0.8927
C -0.9333 3.1961 -0.4501
C -1.7841 4.3001 -0.0762
C -3.1008 4.0305 0.1870
C -3.6305 2.7674 -0.0666
C -2.8164 1.6836 -0.3806
C -1.4360 1.9336 -0.4124
H 2.0911 6.4149 -0.2160
H 2.8802 5.0951 -1.2496
H 2.2772 4.8656 0.4161
H -0.8613 5.1896 -2.3762
H 0.7363 5.9123 -2.9699
H -0.1904 6.6294 -1.5796
H 1.1659 3.1604 -0.0276
H 0.8588 2.8964 -1.7999
H -1.3727 5.2874 0.0477
H -3.7874 4.8266 0.4640
H -4.7153 2.6778 0.0013
H -3.1375 0.6747 -0.4911
*
```

[2]
Here is a molecular structure, C25H30CeN5O2 at a distorted geometry from the OMol25 dataset. Energies are from ωB97M-V with the def2-TZVPD basis set.

gap between HOMO and LUMO (spin up / spin down) = 0.202 / 0.202 hartree
lowest unoccupied orbital energy (spin up / spin down) = -11.4846 / -11.5002 eV

```
! wB97M-V def2-TZVPD RIJCOSX def2/J DEFGRID3
* xyz 3 1
Ce -0.5214 -0.8447 -0.2017
C -2.3746 -3.9869 -2.0392
C -2.0627 -3.2881 -0.7936
C -2.8939 -2.2412 -0.3732
C -2.9455 -1.8560 0.9560
C -4.1033 -0.9977 1.4508
C -2.0019 -2.3151 1.8515
C -1.0306 -3.2576 1.4186
C -0.0643 -3.8708 2.3792
C -1.1065 -3.7635 0.0916
H -1.7811 -4.9163 -2.1228
H -2.1780 -3.4145 -3.0067
H -3.4584 -4.2702 -2.0606
H -3.5991 -1.7657 -1.0428
H -4.6429 -1.4936 2.2846
H -4.9463 -0.8586 0.7134
H -3.8325 0.0011 1.8507
H -1.9553 -1.9040 2.8837
H -0.5151 -3.7815 3.4309
H 0.9146 -3.3341 2.3932
H 0.0419 -4.9375 2.1780
H -0.4226 -4.5018 -0.2552
N 2.5871 -2.8139 -2.8528
C 1.5903 -2.0274 -2.3996
O 1.1631 -2.1903 -1.1654
C 0.9179 -1.0710 -3.3160
C -0.4991 -0.7638 -2.8554
H 3.0770 -3.5271 -2.2979
H 3.0362 -2.4678 -3.6918
H 0.9660 -1.5575 -4.3286
H 1.5507 -0.1600 -3.3530
H -1.1621 -1.5948 -3.1761
H -0.8713 0.2296 -3.1467
N 2.6519 4.0209 3.1505
C 3.3449 2.8986 2.7471
O 4.5669 2.9397 2.6100
C 2.5023 1.6861 2.5314
C 3.0998 0.5486 1.8787
C 2.3385 -0.5424 1.5736
N 0.9911 -0.5469 1.8709
C 0.4713 0.4025 2.6310
C 1.1896 1.5624 2.9323
H 3.2137 4.8768 3.2298
H 1.6396 4.1538 3.0571
H 4.1326 0.5949 1.4859
H 2.8016 -1.4376 1.1174
H -0.5552 0.2648 2.9553
H 0.6663 2.3427 3.4781
N -2.0313 3.6111 -1.0126
C -2.0602 2.3388 -0.5682
N -0.8537 1.7461 -0.4267
C 0.0969 2.7871 -0.7778
C 1.4658 2.8493 -0.8734
C 2.1067 4.0582 -1.2553
C 1.3468 5.1588 -1.6070
C -0.0414 5.1396 -1.5303
C -0.6542 3.9619 -1.1261
H -2.7856 4.1857 -1.3469
H -3.0387 1.8411 -0.4746
H 2.1066 1.9954 -0.6235
H 3.2224 4.0380 -1.3139
H 1.8789 6.0854 -1.9221
H -0.6900 5.9807 -1.7938
*
```

[3]
Here is 4 unconnected molecules or ions with the total composition C48H108NO3P3 at a distorted geometry from the OMol25 dataset. Energies are from ωB97M-V with the def2-TZVPD basis set.

gap between HOMO and LUMO = 0.201 hartree
lowest unoccupied orbital energy = -2.9050 eV

```
! wB97M-V def2-TZVPD RIJCOSX def2/J DEFGRID3
* xyz 2 1
N 11.1283 10.1889 -12.2626
O 10.5378 9.8819 -11.2642
O 10.5035 10.3596 -13.2690
O 12.3196 10.4078 -12.1191
C 17.3298 10.1430 -16.3954
C 16.8594 11.6075 -16.5142
C 15.9507 11.8398 -17.7639
C 15.8179 13.3156 -18.2605
P 14.5170 13.5645 -19.5191
C 12.7606 13.3446 -18.7104
C 12.1012 14.6244 -18.1822
C 12.8003 15.4506 -17.1188
C 12.9561 14.7581 -15.7854
C 14.8734 12.2788 -20.7932
C 16.2932 12.4655 -21.2999
C 16.7672 11.2822 -22.1614
C 16.4160 11.2946 -23.5783
C 14.6443 15.3240 -20.2085
C 13.6854 15.5483 -21.4019
C 14.3313 16.6039 -22.4333
C 13.1944 17.0032 -23.4257
H 17.6457 9.5456 -17.2506
H 16.5437 9.4668 -16.0595
H 18.1520 10.1430 -15.6798
H 17.7245 12.2658 -16.5939
H 16.3197 11.8992 -15.6132
H 14.9920 11.5607 -17.3268
H 16.3961 11.2202 -18.5423
H 16.7748 13.6871 -18.6269
H 15.6588 13.7766 -17.2857
H 12.6999 12.4850 -18.0430
H 12.1701 13.1824 -19.6121
H 11.0854 14.5866 -17.7888
H 11.7795 15.1796 -19.0632
H 12.4109 16.4352 -16.8600
H 13.6986 15.7750 -17.6441
H 12.0771 14.5225 -15.1854
H 13.5063 15.4189 -15.1155
H 13.6124 13.8884 -15.8166
H 14.1173 12.2886 -21.5784
H 14.7709 11.2906 -20.3449
H 17.0637 12.6851 -20.5608
H 16.3562 13.3606 -21.9187
H 16.3388 10.3267 -21.8587
H 17.8520 11.1874 -22.1134
H 15.3627 11.2414 -23.8538
H 16.7185 10.4154 -24.1472
H 16.9613 12.1137 -24.0471
H 15.6616 15.3344 -20.5997
H 14.5585 16.0602 -19.4092
H 12.7013 15.8768 -21.0674
H 13.5486 14.6214 -21.9589
H 15.2964 16.2093 -22.7510
H 14.5847 17.5619 -21.9793
H 12.2709 17.1060 -22.8559
H 13.0453 16.2222 -24.1713
H 13.5047 17.9148 -23.9363
C 7.6450 -0.6504 -12.5171
C 7.4200 0.2400 -13.6804
C 7.8067 1.7834 -13.4091
C 7.2810 2.5458 -14.6065
P 7.8843 4.2609 -14.7245
C 7.0318 5.2647 -13.5478
C 5.5837 5.4549 -13.9410
C 5.0133 6.3465 -12.8761
C 3.6313 6.8703 -13.3876
C 9.7348 4.7378 -14.4318
C 10.8305 4.1046 -15.2845
C 10.7742 2.5961 -15.5189
C 11.7098 2.1536 -16.6772
C 7.5145 4.8971 -16.3907
C 7.8230 6.4129 -16.7321
C 7.0123 6.8940 -17.8965
C 7.4222 8.3041 -18.3762
H 7.0630 -0.4491 -11.6177
H 8.6704 -0.5082 -12.1760
H 7.4074 -1.6755 -12.8015
H 6.3525 0.0887 -13.8412
H 7.8536 -0.2213 -14.5677
H 8.8895 1.7096 -13.3082
H 7.3610 2.0943 -12.4642
H 6.2055 2.4955 -14.4365
H 7.5633 2.1604 -15.5863
H 7.6271 6.1645 -13.7030
H 7.2533 4.8509 -12.5640
H 5.0695 4.4968 -14.0168
H 5.4722 5.9482 -14.9065
H 5.6113 7.2268 -12.6400
H 5.0061 5.8104 -11.9271
H 2.8262 6.1355 -13.3796
H 3.7406 7.1751 -14.4284
H 3.3046 7.6817 -12.7373
H 9.8445 4.7841 -13.3484
H 9.6812 5.8188 -14.5610
H 11.7680 4.4924 -14.8862
H 10.7238 4.5713 -16.2638
H 9.7392 2.4264 -15.8160
H 10.9929 2.0237 -14.6174
H 11.5509 2.6787 -17.6191
H 11.5166 1.0853 -16.7746
H 12.7431 2.3870 -16.4202
H 6.4627 4.6111 -16.3856
H 8.0363 4.2107 -17.0576
H 8.8961 6.4841 -16.9094
H 7.7704 7.0267 -15.8329
H 5.9542 7.0150 -17.6641
H 7.1275 6.2040 -18.7324
H 8.4911 8.3511 -18.5841
H 7.3323 8.9736 -17.5208
H 6.8536 8.6704 -19.2310
C 1.7711 4.9539 -7.9102
C 2.2841 5.5455 -6.5928
C 1.4425 6.7339 -6.1666
C 2.0514 7.6046 -5.0110
P 1.1232 9.2520 -4.8017
C 1.6884 10.0634 -3.2632
C 1.2917 9.3557 -2.0391
C 1.9253 9.8152 -0.7236
C 3.4768 9.6671 -0.8177
C 1.5038 10.2519 -6.1953
C 3.0444 10.5537 -6.2796
C 3.3911 11.4388 -7.4767
C 4.9073 11.4347 -7.8667
C -0.7244 8.8997 -4.7541
C -1.1847 7.7201 -3.9491
C -2.6920 7.7323 -3.7308
C -3.0224 6.8016 -2.5821
H 1.2600 5.5946 -8.6288
H 1.1152 4.1171 -7.6702
H 2.6807 4.5123 -8.3172
H 3.2819 5.9633 -6.7267
H 2.4228 4.6894 -5.9326
H 0.5127 6.2622 -5.8487
H 1.1802 7.3986 -6.9896
H 3.1324 7.7439 -5.0216
H 1.8201 7.1645 -4.0410
H 1.2961 11.0796 -3.2210
H 2.7590 10.0204 -3.4634
H 1.5772 8.3075 -2.1276
H 0.2158 9.5018 -1.9437
H 1.6190 9.0586 -0.0012
H 1.5050 10.8027 -0.5333
H 3.9911 10.3884 -1.4527
H 3.6675 8.6861 -1.2530
H 3.8299 9.7057 0.2128
H 0.9849 11.2095 -6.2393
H 1.2239 9.6480 -7.0585
H 3.6957 9.7064 -6.4943
H 3.4731 11.0890 -5.4324
H 2.9351 12.4203 -7.3473
H 2.9071 10.8946 -8.2877
H 5.1675 10.6950 -8.6239
H 5.6106 11.1175 -7.0968
H 5.2105 12.4632 -8.0625
H -1.1819 8.9001 -5.7434
H -1.2510 9.7504 -4.3216
H -0.6050 7.6376 -3.0297
H -0.8307 6.7956 -4.4054
H -3.2569 7.3675 -4.5886
H -3.0302 8.6949 -3.3474
H -3.0940 5.7894 -2.9802
H -3.9985 7.0637 -2.1741
H -2.2865 7.0504 -1.8175
*
```

[4]
Here is a single C2H5NO molecule at a distorted geometry from the OMol25 dataset. Energies are from ωB97M-V with the def2-TZVPD basis set.

gap between HOMO and LUMO = 0.383 hartree
lowest unoccupied orbital energy = 0.8116 eV
SMILES = CNC=O

```
! wB97M-V def2-TZVPD RIJCOSX def2/J DEFGRID3
* xyz 0 1
C -1.0969 0.0742 -0.0671
C 1.2845 0.2573 0.1327
H -1.2175 0.8995 -0.7202
H -1.6444 0.1336 1.0767
H -1.8400 -0.7877 -0.6248
H 0.5882 -1.3419 0.0846
H 1.2771 1.3511 0.1038
N 0.2314 -0.4263 0.1122
O 2.4175 -0.1597 -0.0980
*
```

[5]
Here is a molecular structure, C18H26N5Tm from the OMol25 dataset. Energies are from ωB97M-V with the def2-TZVPD basis set.

gap between HOMO and LUMO (spin up / spin down) = 0.319 / 0.319 hartree
lowest unoccupied orbital energy (spin up / spin down) = -6.0444 / -6.0505 eV

```
! wB97M-V def2-TZVPD RIJCOSX def2/J DEFGRID3
* xyz 2 3
Tm 0.4927 0.5816 -0.0398
N -1.7535 1.4660 -0.6145
C -2.3145 2.2677 0.5000
C -1.3494 3.3917 0.7995
N 0.0098 2.8629 1.0758
C 0.4070 2.8868 2.5065
C 0.3129 1.5127 3.1296
N 1.1874 0.5924 2.3637
H -2.4006 0.7284 -0.8813
H -1.6889 2.0656 -1.4367
H -3.3032 2.6627 0.2625
H -2.4285 1.6142 1.3694
H -1.2903 4.0521 -0.0687
H -1.7149 3.9986 1.6290
H 0.6646 3.4571 0.5832
H 1.4416 3.2310 2.5666
H -0.1935 3.6043 3.0679
H 0.5897 1.5577 4.1841
H -0.7128 1.1346 3.0826
H 2.1443 0.9329 2.4190
H 1.2096 -0.3136 2.8222
C 2.4752 0.0308 -1.5531
C 3.0207 0.4089 -0.3094
C 2.7723 1.7875 -0.1254
C 2.0776 2.2621 -1.2569
C 1.8844 1.1779 -2.1357
H 2.5708 -0.9403 -2.0148
H 3.6121 -0.2245 0.3367
H 3.1413 2.3928 0.6908
H 1.8406 3.2946 -1.4726
H 1.4905 1.2506 -3.1381
N -0.7787 -1.2435 1.2024
C -0.7554 -2.5099 0.4871
C -0.8788 -3.7186 1.1055
C -0.8960 -4.9096 0.3449
C -0.8303 -4.8589 -1.0159
C -0.7049 -3.6132 -1.6787
C -0.6566 -3.4884 -3.0840
C -0.5425 -2.2493 -3.6487
C -0.4191 -1.1350 -2.8053
N -0.4414 -1.1998 -1.4860
C -0.6286 -2.4309 -0.9170
H -0.5604 -1.4212 2.1778
H -1.7448 -0.9131 1.2091
H -0.9831 -3.7720 2.1831
H -0.9891 -5.8580 0.8549
H -0.8759 -5.7641 -1.6071
H -0.7176 -4.3761 -3.7014
H -0.5171 -2.1112 -4.7198
H -0.2747 -0.1549 -3.2428
*
```